1.
88
Properties=species:S:1:pos:R:3:lowdin_charge:R:1 method="wB97M-V/def2-TZVPD" total_energy_ha=-55786.21168
Br 0.103 -6.502 -6.148 0.55
Br 0.305 -2.877 4.357 0.63
Br 1.442 -8.799 -4.345 0.55
Br 5.724 -3.054 -4.548 0.56
Br -3.666 5.337 4.245 0.56
Br -4.651 6.524 -9.323 0.56
Br -0.902 -6.967 -3.132 0.56
Br -3.788 6.558 -6.228 0.55
Br -1.894 -0.959 5.699 0.56
Br -0.608 5.270 5.230 0.59
Br 1.109 -1.008 6.843 0.57
Br 1.305 2.757 -3.634 0.59
Br 8.386 -3.222 4.982 0.57
Br 2.778 -1.784 -4.478 0.60
Br -0.048 5.052 -5.431 0.53
Br 5.323 -3.118 4.015 0.60
Br 7.666 -3.638 1.879 0.59
Br -1.056 4.568 -2.420 0.59
Br 3.338 -4.571 -3.015 0.61
Br -1.306 4.842 2.122 0.59
Br -1.723 5.520 -8.460 0.53
S 3.183 -3.601 1.005 0.62
F 0.731 2.068 -0.221 -0.10
O 0.251 -1.348 -2.345 0.06
O 0.997 -1.422 -0.023 -0.08
N -5.459 -0.729 0.834 -0.17
N 1.666 3.290 3.220 -0.05
C 3.819 -3.416 -4.495 -1.59
C 0.601 -7.051 -4.355 -1.63
C 1.790 -0.534 2.227 -0.15
C -1.820 5.709 3.780 -1.60
C -4.081 -0.309 0.437 -0.16
C -6.088 0.079 1.876 -0.09
C -7.477 -0.512 2.202 -0.08
C 0.324 0.823 0.421 -0.12
C 1.645 0.738 3.195 -0.18
C 0.451 4.499 -3.640 -1.58
C -7.602 -1.748 1.218 -0.08
C -1.630 1.118 -1.257 -0.16
C 7.171 -2.767 3.539 -1.60
C 1.540 -0.233 0.676 -0.31
C 3.697 -1.229 -0.621 -0.22
C -0.833 0.019 -0.410 -0.11
C -3.041 0.632 -1.856 -0.19
C 4.314 -2.204 0.544 -0.55
C 2.952 0.063 -0.036 -0.11
C -3.711 -0.613 -1.097 -0.19
C -3.189 6.729 -8.065 -1.61
C -0.304 -2.030 5.992 -1.59
C -6.290 -1.819 0.376 -0.07
C 2.407 2.067 2.702 -0.25
C 0.156 -1.005 -1.144 -0.26
H 5.267 -2.679 0.094 0.04
H -0.257 1.201 1.328 0.15
H -3.008 -1.522 -1.175 0.12
H 4.632 -0.836 -1.184 0.12
H -2.969 0.439 -2.980 0.12
H 1.090 3.612 2.421 -0.02
H 3.098 -1.812 -1.406 0.06
H -1.821 2.014 -0.565 0.10
H 1.077 3.046 4.027 0.02
H 1.342 -6.338 -3.998 -0.11
H -1.363 -0.589 0.395 0.14
H -1.743 6.783 3.615 -0.03
H -0.579 -2.828 6.681 -0.03
H -4.645 -0.904 -1.719 0.12
H -5.992 -2.555 -0.442 0.11
H -8.487 -2.464 1.143 0.07
H 0.965 -1.283 2.550 0.02
H -8.249 -0.185 2.967 0.07
H 2.862 0.908 -0.816 0.12
H 3.453 2.134 3.196 0.12
H -3.362 -0.951 1.080 0.12
H 2.457 2.204 1.570 0.10
H 0.548 1.009 3.447 0.11
H 3.534 -4.049 2.292 -0.20
H -3.773 1.524 -1.739 0.12
H -2.807 7.742 -8.183 -0.03
H -5.658 1.006 2.395 0.11
H 3.649 0.491 0.785 0.12
H 3.571 -3.953 -5.409 -0.03
H -0.979 1.484 -2.127 0.07
H 1.187 5.216 -3.278 -0.02
H 7.259 -1.694 3.375 -0.02
H -3.869 0.805 0.648 0.13
H 2.115 0.448 4.213 0.09
H 2.781 -1.043 2.469 0.09
H 4.671 -1.572 1.444 0.06



2.
128
Properties=species:S:1:pos:R:3:lowdin_charge:R:1 method="wB97M-V/def2-TZVPD" smiles="FC(F)C(F)(F)COC(F)(F)C(F)F.FC(F)C(F)(F)COC(F)(F)C(F)F.FC(F)C(F)(F)COC(F)(F)C(F)F.FC(F)C(F)(F)COC(F)(F)C(F)F.CCOS(C)(=O)=O.CCOS(C)(=O)=O.CCOS(C)(=O)=O.c1ccncc1" total_energy_ha=-6745.69793
S 6.551 -4.410 -3.650 0.55
S 0.925 -1.593 -1.015 0.56
S 4.862 1.975 -4.559 0.55
F -3.853 1.509 -6.211 0.12
F -3.560 1.952 -0.202 0.10
F 1.481 -2.980 7.407 0.09
F 0.353 -1.111 7.771 0.10
F 2.168 2.995 3.713 0.12
F -3.734 -4.003 2.766 0.14
F -5.922 5.412 -4.046 0.15
F -0.918 -0.158 3.363 0.13
F -8.764 3.459 0.904 0.11
F -7.167 2.609 -5.773 0.10
F -3.994 1.610 -3.494 0.13
F 2.845 2.948 6.402 0.17
F 3.979 1.510 5.213 0.15
F -0.419 -4.128 3.856 0.11
F -2.887 0.249 2.527 0.15
F -2.191 0.473 -5.181 0.08
F -1.646 -5.916 3.508 0.08
F -4.355 3.656 1.860 0.09
F -6.199 3.372 -3.354 0.15
F -3.854 -0.385 5.284 0.12
F 2.782 -1.276 9.190 0.14
F -2.060 -4.498 1.386 0.13
F 3.795 -1.631 7.294 0.11
F -1.970 2.430 -3.390 0.12
F -8.229 6.164 -0.098 0.15
F 1.694 0.840 3.824 0.07
F -8.164 5.232 -2.058 0.16
F -2.681 1.466 4.932 0.10
F -5.566 1.669 0.646 0.09
F -10.222 4.488 -0.370 0.09
F -8.279 4.313 -4.963 0.12
F -3.818 4.659 0.000 0.15
O 2.295 -1.406 -0.636 -0.30
O 6.634 -3.487 -2.569 -0.27
O 0.384 -2.895 -1.163 -0.25
O 5.761 3.053 -4.711 -0.25
O 5.046 -4.447 -4.159 -0.26
O -4.827 3.809 -5.094 0.03
O 2.278 0.781 6.396 0.02
O 5.724 0.691 -4.239 -0.24
O 0.053 -0.686 -0.053 -0.26
O 7.014 -5.745 -3.518 -0.26
O -2.514 -1.720 3.517 0.05
O 3.784 2.007 -3.622 -0.28
O -6.658 4.702 -0.612 0.05
N 4.446 -4.366 2.181 0.06
C -2.245 -0.389 3.529 -0.54
C -2.757 1.683 -5.465 -0.30
C 4.268 -4.477 3.492 -0.15
C 5.009 -0.450 -3.702 -0.25
C 1.484 -1.629 7.228 -0.29
C 4.146 -5.282 -3.401 -0.24
C -8.984 3.924 -0.332 -0.28
C 4.208 1.520 -6.145 -0.11
C -7.982 5.002 -0.759 -0.55
C -3.088 2.383 -4.147 -0.45
C -0.499 1.640 0.136 -0.05
C 7.264 -3.669 -5.076 -0.12
C -4.749 3.870 0.549 -0.44
C -5.989 4.120 -4.455 -0.56
C 1.762 2.009 4.522 -0.28
C 3.065 -2.458 3.582 -0.08
C -1.674 -4.568 3.704 -0.30
C 2.859 0.473 7.640 -0.05
C -2.415 -3.886 2.540 -0.46
C -7.100 3.930 -5.470 -0.29
C 5.105 -0.490 -2.202 -0.07
C 0.584 0.589 0.342 -0.25
C -6.121 4.488 0.676 -0.07
C 3.959 -3.303 1.552 -0.14
C 3.560 -3.556 4.251 -0.06
C 2.716 -1.017 7.870 -0.44
C 3.276 -2.301 2.225 -0.06
C -4.782 2.492 -0.112 -0.29
C -2.026 -2.422 2.387 -0.04
C 3.707 -4.700 -2.064 -0.06
C 2.742 1.827 5.679 -0.56
C -2.665 0.116 4.903 -0.29
C -3.655 3.782 -4.290 -0.04
C 0.738 -0.716 -2.563 -0.09
H 1.495 0.846 -0.192 0.12
H -0.294 -0.416 -2.679 0.07
H -0.977 -2.269 2.162 0.14
H -5.293 2.510 -1.078 0.16
H -0.650 1.858 -0.920 0.07
H 8.259 -3.303 -4.843 0.08
H 2.457 -1.688 4.047 0.08
H 0.763 0.555 1.417 0.10
H 3.312 -5.486 -1.411 0.09
H -1.996 2.207 -6.052 0.17
H 1.484 0.077 -2.599 0.06
H 4.644 0.370 -1.707 0.08
H 3.254 -5.382 -4.020 0.12
H 2.892 -3.991 -2.190 0.06
H 3.971 -0.411 -4.038 0.10
H 5.064 1.461 -6.816 0.07
H 2.732 -1.527 1.705 0.08
H 3.384 -3.739 5.302 0.09
H 7.328 -4.444 -5.838 0.08
H 1.469 -1.483 6.149 0.15
H 4.556 -6.287 -3.299 0.11
H -1.433 1.262 0.547 0.05
H 1.121 -1.462 -3.262 0.07
H 2.539 1.083 8.490 0.15
H 4.752 -5.349 3.920 0.10
H 0.748 2.206 4.877 0.18
H -2.284 -4.423 4.603 0.17
H -3.870 4.165 -3.290 0.15
H 4.182 -3.211 0.496 0.09
H -6.698 3.863 1.350 0.14
H -6.031 5.430 1.229 0.16
H 4.546 -4.352 -1.465 0.06
H -0.228 2.559 0.656 0.09
H 3.483 2.255 -6.470 0.07
H 4.581 -1.360 -1.804 0.06
H -1.937 -0.238 5.643 0.17
H 6.130 -0.459 -1.829 0.09
H 6.631 -2.861 -5.431 0.06
H 5.466 -1.354 -4.105 0.10
H 3.938 0.680 7.651 0.16
H 3.839 0.503 -6.041 0.06
H -2.934 4.457 -4.752 0.16
H -2.667 -2.138 1.542 0.16
H -6.850 4.441 -6.401 0.18
H -9.011 3.121 -1.072 0.18



3.
16
Properties=species:S:1:pos:R:3:nbo_charge:R:1 method="wB97M-V/def2-TZVPD" smiles=CC.CC total_energy_ha=-159.57586
C -1.973 -1.382 2.365 -0.61
C 1.721 0.846 -2.692 -0.62
C -0.821 -0.663 1.632 -0.61
C 1.065 1.189 -1.342 -0.62
H -2.023 -2.436 2.115 0.20
H -0.011 1.295 -1.446 0.20
H 1.175 0.438 -0.564 0.21
H -2.933 -0.931 2.138 0.20
H 1.426 2.145 -0.975 0.20
H 0.023 -0.553 2.314 0.20
H -1.150 0.326 1.316 0.20
H 1.055 0.880 -3.548 0.21
H 2.157 -0.158 -2.654 0.20
H -1.822 -1.315 3.443 0.20
H 2.571 1.508 -2.849 0.20
H -0.460 -1.189 0.747 0.20



4.
36
Properties=species:S:1:pos:R:3:nbo_charge:R:1 method="wB97M-V/def2-TZVPD" smiles="COc1cc(OC)c(NS(=O)(=O)c2coc(C(N)=O)c2)cc1Cl" total_energy_ha=-1922.48929
Cl 3.799 -0.155 0.509 0.02
S -0.909 -0.333 3.391 2.33
O -1.784 -1.838 0.018 -0.51
O 2.356 -0.227 -1.954 -0.50
O -0.224 2.345 -2.077 -0.61
O -1.803 1.601 0.106 -0.36
O 0.281 -0.004 4.104 -0.92
O -2.128 -0.540 4.107 -0.92
N -0.636 -1.725 2.469 -0.85
N 1.429 2.989 -0.684 -0.80
C 1.774 -0.079 -3.233 -0.27
C -1.118 0.848 2.075 -0.46
C 0.134 -1.489 1.317 0.12
C 0.270 -1.106 -1.067 -0.39
C 2.176 -0.708 0.333 -0.13
C 1.591 -0.685 -0.938 0.38
C 0.221 2.452 -0.953 0.63
C -2.167 0.943 1.203 0.17
C -0.501 1.940 0.237 0.15
C 1.460 -1.110 1.445 -0.23
C -0.032 1.500 1.449 -0.23
C -2.468 -1.788 -1.215 -0.26
C -0.464 -1.491 0.046 0.29
H -0.196 -1.083 -2.036 0.24
H -3.180 0.602 1.281 0.22
H 0.946 1.598 1.872 0.25
H 1.820 2.993 0.241 0.40
H 1.448 -1.041 -3.638 0.17
H -1.519 -2.171 2.259 0.42
H 1.902 -1.086 2.427 0.26
H 2.018 3.250 -1.458 0.41
H -3.495 -2.071 -0.989 0.21
H 2.566 0.323 -3.863 0.20
H 0.935 0.622 -3.210 0.21
H -2.049 -2.497 -1.934 0.18
H -2.453 -0.779 -1.638 0.19